ORCA calculation (ωB97M-V/def2-TZVPD) on a molecular structure, C4H6O2.

* E_tot: -8339.98273 eV
* highest occupied orbital energy: -10.5 eV
* frontier orbital gap: 0.4192 Ha

Geometry (Å):
C1 -0.43890 -0.16369 -1.08037
H1 1.38774 -0.16619 1.93733
C2 0.53353 0.31520 0.00280
H2 -0.13957 0.00792 -2.11541
C3 -1.34721 0.91232 -0.49783
H3 -0.06925 -1.08975 1.49981
H4 1.42072 0.82774 -0.37892
H5 -0.81422 -1.18276 -0.96347
O1 -2.44052 1.35016 -0.68355
O2 -0.44253 1.31231 0.44076
H6 1.49087 -1.46740 0.72837
C4 0.85934 -0.65586 1.11046